1.
Here is the molecule CH3Cl from the OMol25 dataset. Energies are from wB97M-V/def2-TZVPD.

Values from the calculation:
**HOMO**: -10.90 eV
**HOMO-LUMO gap**: 11.84 eV
**DFT total energy**: -500.07480 a.u.
**LUMO**: 0.95 eV
**ΔE to the lowest compared entry with this formula, charge and spin**: 0.250 eV

CARTESIAN COORDINATES (ANGSTROEM)
C 0.076 -0.102 -0.038
Cl -0.997 1.383 0.391
H 0.735 -0.332 0.834
H -0.566 -1.047 -0.256
H 0.753 0.098 -0.930

=====

2.
Here is a cluster of 21 separate species, C11H49BrF2N2O20 in total from the OMol25 dataset. Energies are from wB97M-V/def2-TZVPD.

Values from the calculation:
**HOMO**: -8.83 eV
**HOMO-LUMO gap**: 7.20 eV
**DFT total energy**: -4836.12120 a.u.
**LUMO**: -1.63 eV

CARTESIAN COORDINATES (ANGSTROEM)
C 1.586 0.957 2.594
C 1.468 -0.513 3.310
C 0.668 -1.650 2.441
F -0.824 -1.540 2.511
C 1.052 -1.644 0.819
C 2.339 -2.472 0.265
N 2.830 -2.536 -1.155
C 1.929 -1.683 -2.003
C 2.305 -1.593 -3.627
C 1.409 -0.711 -4.700
F 1.757 -0.604 -6.151
C 0.087 0.125 -4.193
C -0.294 0.022 -2.596
Br -1.946 0.976 -1.873
C 0.612 -0.865 -1.514
N 0.155 -0.845 -0.083
H 1.063 1.048 1.551
H 2.748 1.191 2.504
H 1.112 1.818 3.272
H 0.847 -0.343 4.316
H 2.539 -0.920 3.551
H 0.923 -2.710 2.925
H 2.962 -3.094 1.071
H 3.242 -2.181 -4.062
H -0.620 0.771 -4.878
O -1.583 -0.465 -6.903
H -1.443 -1.423 -6.940
H -0.877 -0.104 -7.461
O 1.856 2.340 -7.206
H 0.913 2.555 -7.256
H 1.870 1.386 -7.036
O -2.225 3.497 0.284
H -3.079 3.470 -0.173
H -1.950 2.569 0.321
O -2.822 -1.158 4.468
H -2.459 -0.451 5.022
H -2.078 -1.419 3.904
O 0.249 3.340 5.029
H 0.088 3.483 5.973
H -0.543 3.697 4.599
O -1.320 4.799 2.676
H -2.101 4.740 2.106
H -0.771 5.476 2.252
O -4.740 0.193 -4.033
H -4.376 0.900 -3.479
H -3.996 -0.068 -4.597
O 1.649 -3.142 -7.886
H 2.013 -2.435 -7.332
H 2.393 -3.403 -8.449
O 2.339 -0.935 6.002
H 2.461 0.023 5.933
H 1.731 -1.040 6.749
O 1.253 5.982 1.707
H 1.393 5.024 1.671
H 1.958 6.344 1.150
O 0.982 2.653 -0.688
H 1.181 2.532 -1.628
H 0.157 3.161 -0.687
O 0.977 -4.955 3.465
H 0.034 -4.740 3.415
H 0.991 -5.909 3.635
O -1.734 -5.549 4.126
H -2.134 -6.340 4.518
H -2.484 -5.076 3.737
O 3.925 6.588 1.497
H 4.413 7.425 1.532
H 4.471 5.978 2.015
O 0.809 -0.578 8.720
H 1.468 -0.367 9.398
H -0.006 -0.172 9.050
O -1.498 -6.269 1.085
H -1.659 -6.126 2.029
H -2.290 -5.912 0.656
O 3.881 4.399 -6.432
H 4.281 4.888 -7.167
H 3.668 3.535 -6.814
O -2.578 1.016 -9.197
H -3.474 1.361 -9.071
H -2.350 0.634 -8.336
O -5.154 2.971 -0.126
H -5.435 2.426 0.625
H -5.704 3.766 -0.057
O -3.188 -8.461 5.063
H -4.131 -8.246 5.014
H -3.174 -9.415 5.233

=====

3.
Here is a cluster of 2 separate species, C2H10N4S in total from the OMol25 dataset. Energies are from wB97M-V/def2-TZVPD.

Values from the calculation:
**HOMO**: -15.61 eV
**Charge**: +2
**HOMO-LUMO gap**: 7.35 eV
**DFT total energy**: -698.67572 a.u.
**LUMO**: -8.26 eV
**ΔE to the lowest compared entry with this formula, charge and spin**: 1.051 eV

CARTESIAN COORDINATES (ANGSTROEM)
C 7.436 0.339 -0.534
C -7.400 -0.425 -0.577
N 7.249 -0.894 -0.051
N -8.315 0.544 -0.389
N 6.111 -1.372 0.371
N -8.281 1.122 0.840
S 6.222 1.608 -0.252
H 8.384 0.570 -0.862
H -6.552 -0.561 0.208
H -7.946 -1.286 -0.786
H -6.960 -0.334 -1.652
H 8.144 -1.465 0.026
H 6.149 -2.352 0.794
H 5.738 -0.669 1.023
H -7.621 0.955 1.698
H -9.079 1.699 1.111
H 6.720 2.523 -0.970

=====

4.
Here is the molecule C3H7N3O from the OMol25 dataset. Energies are from wB97M-V/def2-TZVPD.

Values from the calculation:
**HOMO (alpha / beta)**: -6.62 / -6.62 eV
**HOMO-LUMO gap (alpha / beta)**: 6.90 / 6.90 eV
**DFT total energy**: -357.93955 a.u.
**LUMO (alpha / beta)**: 0.28 / 0.28 eV
**ΔE to the lowest compared entry with this formula, charge and spin**: 3.002 eV

CARTESIAN COORDINATES (ANGSTROEM)
C -0.846 1.057 -1.397
N -1.274 0.447 -0.345
C -0.498 0.108 0.729
N -1.133 0.089 2.000
C 0.777 -0.417 0.695
N 1.360 -0.563 -0.760
O 1.460 -1.008 1.532
H -1.523 1.184 -2.238
H 0.117 1.581 -1.451
H -0.817 -0.710 2.543
H -2.138 0.050 1.873
H 0.651 -0.364 -1.483
H 2.148 0.067 -0.904
H 1.717 -1.521 -0.793

=====

5.
Here is a structure of composition C33H45BBrF6IrN4OP from the OMol25 dataset. Energies are from wB97M-V/def2-TZVPD.

Values from the calculation:
**HOMO (alpha / beta)**: -16.47 / -16.46 eV
**Charge**: +3
**HOMO-LUMO gap (alpha / beta)**: 8.07 / 4.53 eV
**DFT total energy**: -5221.68097 a.u.
**Spin multiplicity**: 5
**LUMO (alpha / beta)**: -8.40 / -11.93 eV

CARTESIAN COORDINATES (ANGSTROEM)
Ir 0.822 -1.273 -0.525
C 1.580 -1.481 -4.625
C 0.623 -2.095 -3.629
N 0.041 -3.265 -3.798
O 0.330 -1.356 -2.619
H 1.608 -1.961 -5.595
H 2.537 -1.514 -4.174
H 1.284 -0.475 -4.762
H 0.288 -3.801 -4.627
H -0.625 -3.626 -3.135
F 0.862 -4.254 -1.054
P 0.080 -4.809 0.214
F -0.631 -2.436 0.049
F 0.709 -6.210 0.285
F 1.081 -4.008 1.171
F -1.138 -4.978 -0.781
F -0.944 -4.808 1.413
C 1.554 2.112 3.822
C 2.589 1.746 2.759
C 2.678 0.237 2.531
C 2.348 2.521 1.402
C 3.342 3.416 1.062
C 3.268 4.160 -0.102
C 2.183 4.041 -0.923
C 1.121 3.190 -0.581
C -0.053 3.196 -1.579
C -1.249 4.017 -1.078
C 0.321 3.631 -3.017
C 1.224 2.428 0.562
N 0.135 1.586 0.942
B -0.185 0.199 0.379
N -1.554 -0.011 0.948
C -1.943 1.105 1.606
C -0.936 2.078 1.560
C -2.603 -1.014 0.833
C -3.303 -1.096 -0.381
C -4.469 -1.905 -0.465
C -4.870 -2.676 0.606
C -4.183 -2.569 1.792
C -3.036 -1.722 1.932
C -2.354 -1.805 3.321
C -0.858 -1.549 3.321
C -3.073 -0.853 4.312
C -2.936 -0.335 -1.646
C -2.948 -1.227 -2.875
C -3.780 0.955 -1.769
H 2.043 2.076 4.756
H 0.752 1.355 3.869
H 1.182 3.105 3.671
H 3.597 2.098 3.071
H 1.841 -0.176 1.993
H 2.804 -0.271 3.524
H 3.663 -0.018 1.964
H 4.201 3.509 1.716
H 4.021 4.894 -0.350
H 2.174 4.669 -1.784
H -0.381 2.102 -1.613
H -0.831 5.009 -0.906
H -1.710 3.606 -0.197
H -2.008 4.105 -1.851
H 0.677 4.693 -2.954
H -0.509 3.530 -3.693
H 1.138 2.964 -3.245
H -2.932 1.247 2.037
H -0.924 3.071 1.979
H -5.122 -1.895 -1.299
H -5.706 -3.318 0.533
H -4.584 -3.031 2.639
H -2.538 -2.854 3.586
H -0.580 -0.476 3.307
H -0.368 -2.041 2.461
H -0.467 -1.949 4.258
H -2.823 0.178 4.071
H -2.708 -1.087 5.295
H -4.163 -0.934 4.311
H -1.916 0.003 -1.579
H -3.951 -1.199 -3.361
H -2.604 -2.210 -2.622
H -2.253 -0.769 -3.586
H -4.875 0.832 -1.811
H -3.549 1.428 -2.695
H -3.565 1.625 -0.942
Br 7.229 0.066 -0.689
C 5.418 -0.372 -0.805
C 4.625 0.681 -1.193
C 3.261 0.526 -0.994
N 2.757 -0.650 -0.546
C 3.563 -1.716 -0.265
C 4.901 -1.605 -0.330
H 5.159 1.518 -1.628
H 2.549 1.280 -1.250
H 3.097 -2.637 0.055
H 5.476 -2.469 0.009

=====

6.
Here is a structure of composition C14H10ClKNO2P2S from the OMol25 dataset. Energies are from wB97M-V/def2-TZVPD.

Values from the calculation:
**HOMO**: -10.93 eV
**Charge**: +1
**HOMO-LUMO gap**: 6.34 eV
**DFT total energy**: -2884.80264 a.u.
**LUMO**: -4.59 eV

CARTESIAN COORDINATES (ANGSTROEM)
N 3.156 2.304 2.557
P 1.718 2.353 1.747
C 1.528 0.895 0.493
C 2.664 0.718 -0.721
P 4.100 1.991 -0.867
S 5.868 1.194 -1.022
C 2.535 -0.548 -1.805
Cl 3.803 -0.753 -3.178
C 1.309 -1.656 -1.781
C 0.175 -1.462 -0.590
C 0.318 -0.210 0.507
C -0.894 -0.096 1.655
O -0.677 0.153 2.949
C -2.428 -0.376 1.052
C -3.711 0.569 1.515
C -5.172 0.192 0.807
C -5.337 -1.076 -0.270
C -4.031 -1.999 -0.709
C -2.570 -1.634 -0.041
C -1.164 -2.451 -0.433
O -1.120 -3.789 -0.613
H 3.607 1.433 2.190
H 0.701 2.363 2.774
H 1.576 3.588 0.983
H 4.079 3.011 0.177
H 3.859 2.727 -2.116
H 1.185 -2.543 -2.547
H -3.613 1.456 2.307
H -6.099 0.880 1.112
H -6.402 -1.298 -0.760
H -4.062 -2.896 -1.462
K 5.098 -3.039 -3.911

=====

7.
Here is a structure of composition C2H2N2O4 from the OMol25 dataset. Energies are from wB97M-V/def2-TZVPD.

Values from the calculation:
**HOMO**: -9.28 eV
**HOMO-LUMO gap**: 8.11 eV
**DFT total energy**: -487.58013 a.u.
**LUMO**: -1.17 eV
**ΔE to the lowest compared entry with this formula, charge and spin**: 7.445 eV

CARTESIAN COORDINATES (ANGSTROEM)
C 1.442 0.047 0.212
C -0.094 -0.424 0.271
N -0.476 -1.785 0.087
N -1.154 1.099 -0.308
O -0.510 2.117 -0.280
O -1.336 -2.203 -0.598
O -2.293 0.805 -0.517
O 0.679 -0.063 1.364
H 2.234 -0.702 0.110
H 1.509 1.107 -0.341

=====

8.
Here is a structure of composition C45H53BrF3LaN4O2PSi from the OMol25 dataset. Energies are from wB97M-V/def2-TZVPD.

Values from the calculation:
**HOMO**: -5.80 eV
**Charge**: -1
**HOMO-LUMO gap**: 7.98 eV
**DFT total energy**: -5652.44842 a.u.
**LUMO**: 2.18 eV
**ΔE to the lowest compared entry with this formula, charge and spin**: 0.000 eV

CARTESIAN COORDINATES (ANGSTROEM)
La 0.947 0.154 -0.212
N -1.888 0.441 -0.404
C -2.407 1.433 0.551
C -2.669 0.795 1.906
C -1.435 0.403 2.701
N -0.657 -0.665 2.058
H -1.871 0.834 -1.342
H -2.497 -0.370 -0.421
H -3.323 1.906 0.180
H -1.659 2.222 0.652
H -3.321 -0.082 1.771
H -3.235 1.507 2.514
H -1.739 0.130 3.720
H -0.767 1.259 2.775
H -1.200 -1.518 1.978
H 0.160 -0.896 2.617
C 3.136 0.499 -4.650
C 1.836 -0.276 -4.484
C 1.344 -0.845 -5.814
C 2.000 -1.342 -3.401
C 2.632 -2.649 -3.861
O 1.497 -3.546 -4.023
C 0.481 -2.942 -3.352
N 0.657 -1.774 -2.897
C -0.753 -3.795 -3.359
C -1.026 -4.396 -4.594
C -2.119 -5.225 -4.754
C -2.942 -5.490 -3.665
C -2.663 -4.911 -2.442
C -1.578 -4.047 -2.265
P -1.238 -3.311 -0.617
C -0.769 -4.795 0.345
C -0.458 -6.020 -0.242
C -0.011 -7.087 0.528
C 0.133 -6.950 1.900
C -0.146 -5.727 2.494
C -0.571 -4.662 1.719
C -2.981 -2.986 -0.074
C -3.777 -2.199 -0.913
C -5.056 -1.813 -0.548
C -5.582 -2.206 0.677
C -4.814 -2.997 1.515
C -3.531 -3.387 1.142
H 3.065 1.214 -5.473
H 3.971 -0.174 -4.881
H 3.390 1.048 -3.742
H 1.077 0.411 -4.112
H 2.156 -1.279 -6.406
H 0.898 -0.056 -6.422
H 0.580 -1.616 -5.685
H 2.592 -0.943 -2.577
H 3.303 -3.090 -3.125
H 3.131 -2.582 -4.826
H -0.360 -4.196 -5.421
H -2.322 -5.667 -5.721
H -3.791 -6.154 -3.767
H -3.296 -5.133 -1.591
H -0.564 -6.158 -1.311
H 0.227 -8.026 0.045
H 0.488 -7.779 2.498
H 0.009 -5.583 3.555
H -0.699 -3.699 2.197
H -3.389 -1.879 -1.875
H -5.640 -1.200 -1.223
H -6.579 -1.900 0.968
H -5.209 -3.323 2.469
H -2.972 -4.022 1.812
N 2.200 -2.924 1.433
C 1.748 -2.061 0.802
F 4.137 -0.818 -0.998
C 3.517 0.358 -0.581
F 3.842 0.425 0.777
F 4.308 1.332 -1.160
Br 0.240 2.128 -2.260
C 3.851 3.256 2.778
C 2.434 3.308 3.369
C 2.225 2.025 4.187
C 2.343 4.532 4.285
Si 1.195 3.372 1.935
O 1.001 1.868 1.302
C -0.494 4.027 2.507
C -1.053 3.765 3.765
C -2.349 4.150 4.091
C -3.132 4.811 3.155
C -2.609 5.081 1.899
C -1.311 4.695 1.586
C 1.837 4.639 0.719
C 1.630 6.003 0.958
C 2.150 6.978 0.115
C 2.890 6.599 -0.997
C 3.108 5.253 -1.253
C 2.589 4.283 -0.404
H 4.569 3.135 3.600
H 4.106 4.173 2.242
H 3.992 2.419 2.091
H 2.990 1.964 4.972
H 2.311 1.135 3.562
H 1.252 1.983 4.685
H 3.103 4.449 5.073
H 1.372 4.641 4.772
H 2.542 5.461 3.743
H -0.474 3.241 4.516
H -2.747 3.931 5.075
H -4.143 5.112 3.402
H -3.212 5.590 1.156
H -0.935 4.906 0.591
H 1.045 6.318 1.816
H 1.972 8.026 0.324
H 3.292 7.351 -1.665
H 3.678 4.945 -2.120
H 2.785 3.244 -0.639

=====

9.
Here is the molecule C3H4N2O3 from the OMol25 dataset. Energies are from wB97M-V/def2-TZVPD.

Values from the calculation:
**HOMO**: -8.91 eV
**HOMO-LUMO gap**: 9.36 eV
**DFT total energy**: -451.86695 a.u.
**LUMO**: 0.45 eV
**ΔE to the lowest compared entry with this formula, charge and spin**: 3.069 eV

CARTESIAN COORDINATES (ANGSTROEM)
N -1.502 0.488 -1.718
C -0.558 0.135 -0.781
C 0.041 0.814 0.154
N 0.966 -0.022 0.777
O 1.468 0.220 2.124
C 0.911 -1.253 0.223
O 1.511 -2.252 0.502
O 0.095 -1.070 -0.896
H -1.268 0.989 -2.591
H -2.411 0.527 -1.254
H -0.081 1.746 0.761
H 0.828 -0.322 2.699

=====

10.
Here is a structure of composition C23H19AsN4O12S2V from the OMol25 dataset. Energies are from wB97M-V/def2-TZVPD.

Values from the calculation:
**HOMO (alpha / beta)**: -0.92 / -0.06 eV
**Charge**: -2
**HOMO-LUMO gap (alpha / beta)**: 5.12 / 4.26 eV
**DFT total energy**: -5986.17278 a.u.
**Spin multiplicity**: 2
**LUMO (alpha / beta)**: 4.20 / 4.20 eV
**ΔE to the lowest compared entry with this formula, charge and spin**: 0.800 eV

CARTESIAN COORDINATES (ANGSTROEM)
V 0.861 -0.249 -0.531
C -5.629 -0.041 -5.175
C -5.116 -0.320 -3.786
C -5.850 -1.095 -2.896
C -5.384 -1.334 -1.609
C -4.178 -0.789 -1.206
C -3.423 -0.017 -2.081
C -3.898 0.209 -3.363
S -3.568 -1.071 0.455
O -3.725 0.199 1.156
O -4.393 -2.149 0.980
N -2.045 -1.360 0.309
C -1.571 -2.273 -0.583
C -2.274 -3.424 -1.003
C -1.706 -4.288 -1.907
C -0.427 -4.027 -2.394
C 0.208 -2.889 -1.946
N -0.334 -2.016 -1.085
H -6.332 -0.811 -5.499
H -4.810 -0.002 -5.894
H -6.148 0.920 -5.216
H -6.793 -1.527 -3.217
H -5.938 -1.951 -0.914
H -2.471 0.389 -1.755
H -3.305 0.804 -4.049
H -3.248 -3.615 -0.574
H -2.248 -5.172 -2.225
H 0.067 -4.689 -3.090
H 1.211 -2.641 -2.273
O -2.621 2.661 0.303
As -0.919 2.235 0.377
O -0.722 0.946 -0.663
O -0.470 2.087 1.952
C -0.183 3.695 -0.659
C -0.896 4.890 -0.667
C -0.535 5.929 -1.511
C 0.546 5.773 -2.364
C 1.271 4.592 -2.354
C 0.919 3.544 -1.509
S 2.045 2.116 -1.554
O 1.520 1.091 -2.461
O 3.294 2.711 -1.965
O 2.024 1.584 -0.175
H -3.107 1.870 0.630
H -1.760 4.987 -0.023
H -1.104 6.851 -1.506
H 0.836 6.574 -3.034
H 2.139 4.469 -2.986
O 1.963 -3.455 4.940
C 2.715 -2.768 4.018
O 3.905 -2.886 4.032
C 1.902 -1.896 3.147
C 0.911 -1.046 3.614
N 0.408 -0.387 2.559
N 1.006 -0.774 1.437
C 1.936 -1.673 1.751
C 2.727 -2.181 0.575
O 3.504 -3.117 0.695
O 2.456 -1.518 -0.502
H 1.035 -3.340 4.697
H 0.579 -0.837 4.618
H -0.160 0.483 2.492

=====

11.
Here is the ion C3H5Cl2FN4 with charge +2 from the OMol25 dataset. Energies are from wB97M-V/def2-TZVPD.

Values from the calculation:
**HOMO**: -19.73 eV
**Charge**: +2
**HOMO-LUMO gap**: 9.73 eV
**DFT total energy**: -1355.82561 a.u.
**LUMO**: -10.00 eV
**ΔE to the lowest compared entry with this formula, charge and spin**: 0.000 eV

CARTESIAN COORDINATES (ANGSTROEM)
N 1.927 -0.556 0.245
C 2.103 0.741 0.251
N 1.031 1.597 0.041
C -0.292 1.239 0.039
Cl -1.403 2.567 -0.230
N -0.716 0.032 0.176
C -1.916 -0.559 0.132
Cl -3.482 -0.181 0.883
N -1.868 -1.776 -0.356
F -0.743 -2.125 -0.973
H 2.718 -1.171 0.468
H 0.980 -1.103 -0.031
H 3.043 1.174 0.234
H 1.111 2.606 -0.348
H -2.492 -2.485 -0.531

=====

12.
Here is a structure of composition C10H10BBiBrF4 from the OMol25 dataset. Energies are from wB97M-V/def2-TZVPD.

Values from the calculation:
**HOMO**: -2.75 eV
**Charge**: -1
**HOMO-LUMO gap**: 4.84 eV
**DFT total energy**: -3599.94999 a.u.
**LUMO**: 2.09 eV

CARTESIAN COORDINATES (ANGSTROEM)
C -0.291 2.012 -0.780
C -1.632 2.315 -0.446
C -1.670 2.681 0.923
H -2.478 2.269 -1.113
C -0.366 2.564 1.442
C 0.486 2.132 0.396
H 1.539 1.919 0.484
H 0.065 1.697 -1.745
H -2.552 2.946 1.480
H -0.076 2.723 2.467
Bi -1.026 0.508 0.723
Br -0.523 -1.191 -0.675
C 2.218 -3.895 -0.801
C 3.332 -3.055 -0.605
C 3.536 -2.319 -1.789
H 3.928 -2.986 0.299
C 2.548 -2.704 -2.717
C 1.734 -3.679 -2.107
H 0.883 -4.175 -2.562
H 1.806 -4.587 -0.074
H 4.317 -1.584 -1.957
H 2.435 -2.319 -3.725
F -2.544 1.249 1.794
B -3.614 1.771 2.549
F -4.665 2.356 1.712
F -4.217 0.644 3.241
F -3.173 2.708 3.586